{"formula": "C4H10O3", "method": "ωB97M-V/def2-TZVPD", "species": ["O", "C", "C", "C", "C", "O", "H", "H", "H", "H", "H", "H", "H", "H", "O", "H", "H"], "xyz": [[3.4107, 0.1899, -1.1770], [2.4340, 0.1601, -0.4961], [1.3151, -0.8209, -0.7892], [0.6823, -1.4144, 0.4868], [0.5389, -0.4458, 1.6917], [-0.4788, -0.8941, 2.5638], [2.1917, 0.8549, 0.3125], [0.5958, -0.3393, -1.4570], [1.6516, -1.6449, -1.4199], [1.1145, -2.3540, 0.8162], [-0.4006, -1.5450, 0.3376], [0.2525, 0.5140, 1.2464], [1.5120, -0.3785, 2.1953], [-0.6115, -0.1821, 3.1807], [-4.7898, 2.8290, -2.8670], [-5.2720, 3.2266, -2.1299], [-4.1464, 2.2444, -2.4949]], "fmax_ha_per_bohr": 0.0438, "relative_energy_ev": 1.7968, "multiplicity": 1, "homo_lumo_gap_ev": 10.3140, "lumo_energy_ev": 0.46, "homo_ev": -9.86, "smiles": "O=CCCCO.O"}